C3H6O3Sm as an isolated structure in a non-equilibrium geometry, computed with ωB97M-V/def2-TZVPD.

Atoms and positions in Å:
1 O -2.95 -0.27 -1.20
2 C -2.60 -0.22 0.08
3 C -1.31 -0.32 0.46
4 O -0.36 -0.22 -0.56
5 C 1.06 0.18 -0.10
6 Sm -1.49 -0.57 -2.75
7 H -3.38 -0.15 0.84
8 H -0.96 -0.37 1.50
9 H 1.65 0.11 -1.02
10 H 0.96 1.19 0.31
11 H 1.37 -0.58 0.63
12 O 3.75 1.02 0.91
13 H 4.25 0.20 0.92

**E_tot**: -27249.330 eV
**2S+1**: 7
**Total charge**: 0
**Strongest force on any atom**: 1.74 eV Å⁻¹
**Molecular weight**: 240.4 g/mol
**E_HOMO (spin up / spin down)**: -4.97 / -4.99 eV
**Frontier orbital gap (spin up / spin down)**: 0.0888 / 0.0912 hartree
**ΔE to the lowest compared entry with this formula, charge and spin**: 417.41 kJ/mol
**<S²>**: 12.009

***

A 3-piece molecular cluster, C4H11NO2 overall in a non-equilibrium geometry, computed with ωB97M-V/def2-TZVPD.

Atoms and positions in Å:
1 C 1.54 -1.13 1.59
2 C 2.18 -0.58 0.54
3 C 1.60 -0.70 -0.83
4 C 2.50 -0.69 -1.82
5 N 0.23 -0.63 -1.01
6 H 2.10 -1.05 2.52
7 H 0.47 -1.27 1.62
8 H 3.26 -0.48 0.60
9 H 3.56 -0.57 -1.67
10 H 2.36 -0.85 -2.89
11 H -0.08 -0.75 -1.97
12 H -0.45 -1.00 -0.37
13 O -3.44 3.77 0.90
14 H -3.48 3.46 1.81
15 H -4.20 3.36 0.45
16 O -2.35 -0.80 0.42
17 H -2.87 -1.48 -0.03
18 H -2.32 -0.09 -0.25

**E_tot**: -9909.866 eV
**2S+1**: 1
**Total charge**: 0
**Strongest force on any atom**: 2.64 eV Å⁻¹
**Molecular weight**: 105.1 g/mol
**E_HOMO**: -7.96 eV
**SMILES**: C=CC(=C)N.O.O
**Frontier orbital gap**: 0.3077 hartree
**ΔE to the lowest compared entry with this formula, charge and spin**: 229.22 kJ/mol

***

The molecule C3H3ClF2 in a non-equilibrium geometry, computed with ωB97M-V/def2-TZVPD.

Atoms and positions in Å:
1 C -0.38 -0.37 0.72
2 C 0.57 0.26 0.06
3 F 1.62 0.75 0.79
4 C 0.83 0.45 -1.37
5 F -0.30 0.27 -2.07
6 Cl 1.91 -0.85 -2.03
7 H -0.26 -0.50 1.71
8 H -1.31 -0.73 0.18
9 H 1.15 1.39 -1.60

**E_tot**: -21115.808 eV
**2S+1**: 1
**Total charge**: 0
**Strongest force on any atom**: 4.52 eV Å⁻¹
**Molecular weight**: 112.5 g/mol
**E_HOMO**: -10.46 eV
**SMILES**: C=C(F)[C@H](F)Cl
**Frontier orbital gap**: 0.4090 hartree
**ΔE to the lowest compared entry with this formula, charge and spin**: 72.21 kJ/mol

***

C6H9AgO4 as an isolated structure in a non-equilibrium geometry, computed with ωB97M-V/def2-TZVPD.

Atoms and positions in Å:
1 O 3.97 -0.03 -0.23
2 C 2.81 0.12 0.25
3 O 2.46 -0.49 1.30
4 O 1.99 0.95 -0.37
5 C 0.56 0.87 -0.22
6 Ag 4.41 -1.41 1.32
7 H 0.51 0.02 0.48
8 H 0.38 1.52 -1.09
9 C -0.76 1.84 0.79
10 C -1.81 0.97 0.30
11 H -0.76 2.83 0.32
12 H -0.48 1.67 1.83
13 H -2.46 0.58 1.09
14 C -1.44 0.06 -0.70
15 C -1.78 -1.40 -0.58
16 O -0.79 -2.18 -1.22
17 H -1.28 0.44 -1.72
18 H -2.77 -1.57 -1.05
19 H -1.85 -1.68 0.48
20 H -0.92 -3.11 -1.00

**E_tot**: -18548.241 eV
**2S+1**: 3
**Total charge**: 0
**Strongest force on any atom**: 4.26 eV Å⁻¹
**Molecular weight**: 253.0 g/mol
**E_HOMO (spin up / spin down)**: -5.87 / -8.52 eV
**Frontier orbital gap (spin up / spin down)**: 0.1794 / 0.2728 hartree
**ΔE to the lowest compared entry with this formula, charge and spin**: 243.05 kJ/mol
**<S²>**: 2.007

***

A 2-piece molecular cluster, C3H9NO overall in a non-equilibrium geometry, computed with ωB97M-V/def2-TZVPD.

Atoms and positions in Å:
1 C -3.20 -0.31 0.62
2 O -3.02 0.35 -0.40
3 H -2.33 -0.76 1.18
4 H -4.19 -0.42 0.98
5 C 0.59 -0.56 -1.06
6 N 1.22 0.74 -0.67
7 C 1.85 0.71 0.78
8 H -0.33 -0.68 -0.55
9 H 1.28 -1.50 -0.92
10 H 0.30 -0.65 -2.10
11 H 1.93 0.96 -1.37
12 H 1.57 1.62 1.29
13 H 1.36 -0.15 1.31
14 H 2.96 0.64 0.90

**E_tot**: -6792.442 eV
**2S+1**: 1
**Total charge**: 0
**Strongest force on any atom**: 3.08 eV Å⁻¹
**Molecular weight**: 75.1 g/mol
**E_HOMO**: -8.79 eV
**SMILES**: C=O.CNC
**Frontier orbital gap**: 0.3517 hartree
**ΔE to the lowest compared entry with this formula, charge and spin**: 252.17 kJ/mol

***

C36H26Cl3NO4PRuS as an isolated structure, computed with ωB97M-V/def2-TZVPD.

Atoms and positions in Å:
1 Ru -0.35 1.17 0.77
2 O -3.11 -0.52 3.29
3 S -1.89 -0.28 2.59
4 O -1.05 0.85 3.03
5 O -2.07 -0.07 1.12
6 C -0.86 -1.71 2.76
7 C -1.07 -2.49 3.89
8 C -0.23 -3.57 4.14
9 C 0.80 -3.86 3.27
10 C 0.98 -3.09 2.12
11 C 0.15 -2.02 1.84
12 P 0.34 -1.04 0.29
13 C 1.94 -1.57 -0.39
14 C 2.09 -2.79 -1.05
15 C 3.33 -3.18 -1.53
16 C 4.44 -2.35 -1.35
17 C 4.30 -1.13 -0.70
18 C 3.05 -0.75 -0.23
19 C -0.81 -1.86 -0.87
20 C -0.61 -1.69 -2.24
21 C -1.47 -2.27 -3.16
22 C -2.54 -3.03 -2.72
23 C -2.74 -3.22 -1.36
24 C -1.88 -2.64 -0.44
25 H -1.88 -2.24 4.55
26 H -0.39 -4.17 5.02
27 H 1.46 -4.69 3.46
28 H 1.79 -3.34 1.45
29 H 1.24 -3.44 -1.20
30 H 3.44 -4.13 -2.04
31 H 5.41 -2.66 -1.73
32 H 5.15 -0.48 -0.57
33 H 2.94 0.20 0.27
34 H 0.23 -1.10 -2.60
35 H -1.31 -2.11 -4.21
36 H -3.22 -3.48 -3.43
37 H -3.57 -3.82 -1.00
38 H -2.05 -2.80 0.62
39 Cl 6.97 2.29 1.34
40 C 5.24 2.37 1.15
41 C 4.43 1.74 2.08
42 C 3.06 1.81 1.89
43 Cl 2.00 0.98 2.98
44 C 2.45 2.46 0.81
45 O 1.15 2.53 0.63
46 C 3.33 3.10 -0.08
47 Cl 2.67 3.97 -1.42
48 C 4.71 3.05 0.08
49 H 4.84 1.21 2.92
50 H 5.35 3.55 -0.64
51 N -1.50 2.95 1.04
52 C -2.84 2.71 0.57
53 C -3.91 2.92 1.43
54 C -5.20 2.59 1.04
55 C -5.40 2.05 -0.23
56 C -4.33 1.86 -1.08
57 C -3.03 2.18 -0.70
58 C -1.89 1.97 -1.64
59 C -2.08 2.27 -2.99
60 C -1.04 2.15 -3.90
61 C 0.21 1.75 -3.46
62 C 0.40 1.44 -2.12
63 C -0.63 1.53 -1.20
64 H -1.50 3.21 2.02
65 H -0.99 3.65 0.51
66 H -3.73 3.32 2.42
67 H -6.02 2.73 1.72
68 H -6.40 1.78 -0.54
69 H -4.49 1.41 -2.05
70 H -3.04 2.63 -3.32
71 H -1.21 2.39 -4.94
72 H 1.04 1.68 -4.15
73 H 1.39 1.14 -1.80

**E_tot**: -107709.646 eV
**2S+1**: 2
**Total charge**: 0
**Strongest force on any atom**: 0.76 eV Å⁻¹
**Molecular weight**: 807.1 g/mol
**E_HOMO (spin up / spin down)**: -8.09 / -8.07 eV
**Frontier orbital gap (spin up / spin down)**: 0.3062 / 0.2685 hartree
**ΔE to the lowest compared entry with this formula, charge and spin**: 0.00 kJ/mol
**<S²>**: 0.755